Version w
Below is a 6-piece molecular cluster, C6H23NO6 overall, with properties calculated with ωB97M-V/def2-TZVPD.

HOMO, Eh: -0.3467
SMILES: CCNCCCC=O.O.O.O.O.O
LUMO energy, eV: 0.47
Orbital gap, Ha: 0.3638

Each atom is followed by the atoms it is bonded to, with distances in Å.
Atoms and positions in Å:
1 C -1.12 -0.11 0.13  C2 1.579, C5 1.531, H9 1.081, H10 1.105
2 C -1.93 -0.75 -1.06  C1 1.579, C3 1.500, H11 1.096, H12 1.095
3 C -2.57 -1.94 -0.40  C2 1.500, O4 1.200, H13 1.105
4 O -2.36 -3.08 -0.70  C3 1.200
5 C -0.54 1.27 -0.18  C1 1.531, N6 1.529, H14 1.111, H15 1.074
6 N 0.94 1.10 -0.54  C5 1.529, C7 1.531, H16 1.049
7 C 1.81 2.07 0.26  N6 1.531, C8 1.550, H17 1.084, H18 1.104
8 C 1.76 1.77 1.78  C7 1.550, H19 1.109, H20 1.086, H21 1.118
9 H -1.85 -0.08 0.92  C1 1.081
10 H -0.39 -0.87 0.47  C1 1.105
11 H -1.27 -1.04 -1.89  C2 1.096
12 H -2.63 0.07 -1.25  C2 1.095
13 H -3.28 -1.71 0.41  C3 1.105
14 H -0.49 1.87 0.76  C5 1.111
15 H -0.96 1.74 -1.05  C5 1.074
16 H 1.34 0.21 -0.16  N6 1.049
17 H 1.46 3.07 0.00  C7 1.084
18 H 2.87 1.87 0.03  C7 1.104
19 H 1.28 0.81 2.05  C8 1.109
20 H 1.41 2.71 2.21  C8 1.086
21 H 2.80 1.66 2.16  C8 1.118
22 H -0.60 -2.51 3.20  O24 0.987
23 H -1.92 -2.65 2.65  O24 0.959
24 O -1.28 -1.95 2.74  H22 0.987, H23 0.959
25 H 1.36 -0.99 3.20  O27 0.978
26 H 1.32 -1.21 4.71  O27 0.984
27 O 1.29 -1.70 3.86  H25 0.978, H26 0.984
28 H -0.47 3.74 -2.60  O30 0.954
29 H 0.54 3.16 -1.67  O30 0.963
30 O 0.37 3.96 -2.18  H28 0.954, H29 0.963
31 H 0.93 0.38 -2.91  O33 0.964
32 H 1.35 0.91 -4.36  O33 0.966
33 O 0.64 0.56 -3.81  H31 0.964, H32 0.966
34 H 0.74 -4.29 -2.62  O36 0.951
35 H -0.72 -4.23 -2.09  O36 0.968
36 O 0.14 -3.79 -2.08  H34 0.951, H35 0.968


Version x
Below is a 6-piece molecular cluster, C6H23NO6 overall, with properties calculated with ωB97M-V/def2-TZVPD.

HOMO, Eh: -0.3302
SMILES: C=CCCCNCO.O.O.O.O.O
LUMO energy, eV: -0.05
Orbital gap, Ha: 0.3282

Each atom is followed by the atoms it is bonded to, with distances in Å.
Atoms and positions in Å:
1 C 0.33 -0.88 -2.23  N2 1.459, C5 1.533, H9 1.094, H10 1.097
2 N 1.15 -1.38 -1.12  C1 1.459, C3 1.414, H11 1.005
3 C 1.30 -2.78 -1.03  N2 1.414, O4 1.440, H12 1.085, H13 1.084
4 O 0.14 -3.51 -0.59  C3 1.440, H14 0.962
5 C -1.04 -0.31 -1.86  C1 1.533, C6 1.565, H15 1.087, H16 1.091
6 C -1.28 1.09 -2.50  C5 1.565, C7 1.506, H17 1.090, H18 1.092
7 C -0.22 2.15 -2.32  C6 1.506, C8 1.319, H19 1.087
8 C 0.68 2.15 -1.35  C7 1.319, H20 1.085, H21 1.085
9 H 0.28 -1.61 -3.04  C1 1.094
10 H 0.92 -0.10 -2.73  C1 1.097
11 H 0.95 -0.95 -0.24  N2 1.005
12 H 2.10 -3.14 -0.40  C3 1.085
13 H 1.50 -3.14 -2.04  C3 1.084
14 H -0.66 -2.99 -0.73  O4 0.962
15 H -1.29 -0.26 -0.81  C5 1.087
16 H -1.80 -0.84 -2.45  C5 1.091
17 H -2.24 1.46 -2.12  C6 1.090
18 H -1.47 0.93 -3.56  C6 1.092
19 H -0.25 2.91 -3.09  C7 1.087
20 H 1.34 3.00 -1.23  C8 1.085
21 H 0.99 1.38 -0.66  C8 1.085
22 H 1.49 0.83 4.31  O24 0.971
23 H 1.59 1.07 2.84  O24 0.968
24 O 0.93 0.89 3.52  H22 0.971, H23 0.968
25 H -4.44 1.12 -0.61  O27 0.967
26 H -3.79 1.14 0.70  O27 0.969
27 O -3.71 0.69 -0.15  H25 0.967, H26 0.969
28 H 3.73 -0.42 1.53  O30 0.966
29 H 2.34 0.06 1.42  O30 0.965
30 O 3.24 0.38 1.30  H28 0.966, H29 0.965
31 H 0.84 -2.32 3.75  O33 0.961
32 H 0.45 -0.84 3.98  O33 0.970
33 O 0.10 -1.74 3.94  H31 0.961, H32 0.970
34 H -2.14 1.85 2.91  O36 0.961
35 H -0.60 1.91 3.17  O36 0.969
36 O -1.47 2.20 3.49  H34 0.961, H35 0.969


version x is the least stable structure shown above.